(1)
C33H30CrNO4 | ωB97M-V/def2-TZVPD

Summary:
frontier orbital gap (alpha / beta): 0.244 / 0.217 Eh
HOMO (alpha / beta): -12.33 / -14.08 eV
⟨S²⟩: 3.82
energy: -2674.988529 a.u.
E_LUMO (alpha / beta): -5.7 / -8.2 eV

Structure (ORCA input):
```
! wB97M-V def2-TZVPD RIJCOSX def2/J DEFGRID3
* xyz 2 4
C -2.4964 -2.0395 2.4756
C -2.2299 -0.5694 2.9251
C -0.8028 -0.3606 2.5675
C -0.1454 -1.5466 2.3285
N 1.1880 -1.7238 2.2180
C 2.0144 -0.5257 2.0967
C 3.5086 -0.7967 2.2541
O 3.7605 -1.9770 3.0177
C 3.2386 -3.1289 2.3465
C 1.7216 -3.0873 2.2538
C -1.1241 -2.6999 2.2454
H -3.0902 -2.5692 3.2279
H -3.0631 -2.0361 1.5388
H -2.8958 0.1534 2.4408
H -2.3944 -0.4851 4.0135
H -0.2887 0.5732 2.7912
H 1.8033 -0.0187 1.1406
H 1.7447 0.1890 2.8890
H 3.9681 -0.8639 1.2492
H 3.9732 0.0098 2.8382
H 3.6471 -3.2159 1.3207
H 3.5567 -3.9726 2.9745
H 1.3158 -3.6032 3.1397
H 1.3881 -3.6513 1.3681
H -0.9321 -3.4736 3.0058
H -1.0778 -3.1964 1.2635
O -0.0590 1.8625 -6.4695
C 0.4633 1.1887 -5.6756
Cr 1.4101 0.4031 -4.2194
C 0.5741 1.7647 -3.2210
O 0.0775 2.6766 -2.6910
C 2.6871 1.7584 -4.6417
O 3.2911 2.7138 -4.9230
C 2.1784 -1.4084 -5.1265
C 0.7994 -1.5435 -4.9048
C 0.2673 -1.2970 -3.6328
C 1.0965 -0.9636 -2.5378
C 0.5037 -0.5499 -1.2606
C -0.2772 0.0493 -0.5211
C -1.0732 0.9069 0.2465
C -0.4416 2.0931 0.8278
C 0.8543 2.4684 0.4038
C 1.4160 3.6794 0.8053
C 0.6995 4.5352 1.6508
C -0.5193 4.1127 2.1965
C -1.0548 2.8735 1.8348
C -2.5170 0.8149 0.0811
C -3.0939 -0.3926 -0.3836
C -4.4665 -0.6108 -0.2552
C -5.2929 0.3968 0.2626
C -4.7559 1.6551 0.5616
C -3.3950 1.8870 0.3765
C 2.4722 -0.7895 -2.7929
C 3.0109 -1.0222 -4.0668
H 2.6029 -1.5719 -6.1208
H 0.1263 -1.8021 -5.7252
H -0.8122 -1.3490 -3.4639
H 1.3870 1.8154 -0.2895
H 2.4020 3.9578 0.4281
H 1.1032 5.5184 1.8977
H -1.0730 4.7498 2.8889
H -1.9665 2.5170 2.3201
H -2.4540 -1.1580 -0.8256
H -4.8927 -1.5692 -0.5605
H -6.3574 0.2052 0.4186
H -5.3952 2.4610 0.9313
H -3.0046 2.9025 0.4570
H 3.1130 -0.4564 -1.9705
H 4.0785 -0.8672 -4.2404
*
```

(2)
C33H30F15FeGeN5O4PS2 | ωB97M-V/def2-TZVPD

Summary:
frontier orbital gap (alpha / beta): 0.336 / 0.257 Eh
energy above the lowest of the compared OMol25 structures with the same formula, charge and spin: 128.8 kJ/mol
HOMO (alpha / beta): -13.73 / -13.84 eV
⟨S²⟩: 8.77
energy: -7826.098216 a.u.
E_LUMO (alpha / beta): -4.6 / -6.8 eV

Structure (ORCA input):
```
! wB97M-V def2-TZVPD RIJCOSX def2/J DEFGRID3
* xyz 2 6
Fe -7.3485 4.5017 21.2727
C -9.0077 2.0492 20.9243
C -7.8323 1.5443 20.0780
N -6.7068 2.5799 20.1325
C -5.4582 2.1106 20.6994
C -4.8073 3.1525 21.6211
N -5.8129 3.7469 22.4994
C -6.4031 2.9025 23.5178
C -7.6315 2.0855 23.0807
N -8.5366 2.8185 22.1402
H -9.5420 2.8707 20.3894
H -9.6038 1.2207 21.2290
H -7.4419 0.5956 20.4304
H -8.2630 1.5123 19.0456
H -6.5298 2.9805 19.1587
H -5.6854 1.0950 21.2104
H -4.7582 1.7940 19.9132
H -4.0321 2.8026 22.3098
H -4.5194 4.0254 21.0556
H -5.3248 4.5330 22.9214
H -5.6178 2.1727 23.8735
H -6.5966 3.4935 24.4230
H -7.3427 1.2273 22.5191
H -8.3111 1.8302 23.9295
H -9.3742 3.1183 22.6093
O -5.3603 11.8041 23.6191
C -5.0875 10.6134 23.0333
O -4.0950 10.6053 22.3698
C -6.0145 9.4775 23.2259
C -7.3411 9.5660 22.7575
C -8.1231 8.4523 22.7171
C -7.5854 7.1912 23.0443
S -8.4478 5.6718 22.8327
C -6.3065 7.1615 23.6528
C -5.5311 8.2944 23.6801
H -6.0546 11.6703 24.3006
H -7.7858 10.5518 22.6113
H -9.1657 8.5356 22.4495
H -5.9765 6.2041 24.0402
H -4.5885 8.2016 24.1909
N -3.8110 8.8985 20.3603
C -3.9262 7.4139 20.4876
P -5.6265 6.9381 19.8004
O -6.4663 8.1010 20.1490
O -5.9385 5.5542 20.4551
C -5.3770 6.5525 18.0384
N -6.5728 7.0243 17.3602
H -4.6079 9.2392 19.7856
H -2.8981 9.1671 20.0551
H -3.8148 9.3745 21.2842
H -4.0159 7.2125 21.5555
H -3.0363 6.9549 20.0587
H -5.3642 5.4592 17.8889
H -4.4529 6.9570 17.6108
H -6.5565 6.7262 16.3955
H -6.6456 8.0659 17.3999
H -8.4048 5.9642 18.6336
F -8.3390 1.3985 16.8914
C -9.7047 1.4187 16.8187
C -10.3002 2.6569 16.5901
C -11.6824 2.6199 16.5545
F -12.3557 3.7593 16.4747
C -12.3854 1.4341 16.6705
F -13.7137 1.4512 16.7361
C -11.7697 0.2088 16.9110
F -12.4502 -0.8792 17.1747
C -10.4058 0.2407 16.9389
F -9.6271 -0.8190 17.2332
Ge -9.3202 4.3515 16.6476
S -8.9632 4.7859 18.8373
C -7.6505 3.9994 15.6585
C -6.3711 3.6161 16.0195
F -6.0825 3.4098 17.3367
C -5.3592 3.3288 15.0828
F -4.1118 3.0468 15.5597
C -5.6239 3.1050 13.7476
F -4.7042 2.6889 12.9313
C -6.9340 3.3013 13.3535
F -7.3484 3.0880 12.1111
C -7.8702 3.7441 14.2682
F -9.0869 3.9435 13.7354
C -10.2244 5.9753 16.1045
C -11.3844 6.3765 16.6844
F -11.7753 5.6286 17.7616
C -12.1420 7.4257 16.2312
F -13.2822 7.7210 16.8282
C -11.7743 8.1127 15.1149
F -12.5372 9.0389 14.5260
C -10.6219 7.7401 14.4620
F -10.2182 8.4047 13.3509
C -9.8185 6.6994 14.9446
F -8.6387 6.4408 14.3296
*
```

(3)
C33H30F2N6O5S3W | ωB97M-V/def2-TZVPD

Summary:
frontier orbital gap (alpha / beta): 0.245 / 0.262 Eh
energy above the lowest of the compared OMol25 structures with the same formula, charge and spin: 150.6 kJ/mol
HOMO (alpha / beta): -4.97 / -5.47 eV
⟨S²⟩: 0.76
energy: -3441.721244 a.u.
E_LUMO (alpha / beta): 1.7 / 1.7 eV

Structure (ORCA input):
```
! wB97M-V def2-TZVPD RIJCOSX def2/J DEFGRID3
* xyz -1 2
W -1.0461 0.1790 0.4626
O -1.3478 -0.9571 2.1698
N -0.6935 -1.9498 2.7377
C -0.9589 -2.2393 4.0241
C -0.3549 -3.3078 4.6265
C 0.5530 -4.0783 3.8959
C 0.8333 -3.7405 2.5925
C 0.2050 -2.6450 1.9947
S 0.4829 -2.1133 0.3980
H -1.6513 -1.5721 4.5160
H -0.5834 -3.5361 5.6560
H 1.0466 -4.9211 4.3586
H 1.5482 -4.2910 1.9998
O 3.3580 1.0071 5.9576
C 3.5332 0.2614 4.9830
O 4.3558 -0.6428 4.7592
C 2.5287 0.4841 3.8043
C 2.9162 0.1740 2.5037
C 2.0121 0.2655 1.4710
N 0.7417 0.6651 1.6470
C 0.3846 1.0363 2.9038
C 1.2366 0.9610 3.9842
C -1.0380 1.5026 2.9856
O -1.5780 1.7955 4.0275
O -1.5797 1.5749 1.7979
H 3.9203 -0.1862 2.3272
H 2.2857 -0.0095 0.4641
H 0.8814 1.2478 4.9646
F -1.2161 -1.5722 -2.0049
C -2.0179 -1.2698 -0.8949
F -3.1845 -0.8038 -1.5114
H -2.3124 -2.2479 -0.4973
C -6.7033 -0.0981 2.5735
N -6.3607 0.3361 1.2468
C -7.3710 0.6922 0.2648
C -6.5344 1.1266 -0.9513
N -5.1955 0.7195 -0.5684
C -5.1286 0.2871 0.6976
S -3.7566 -0.2784 1.4705
H -7.4694 0.5624 2.9826
H -5.8106 -0.0510 3.1934
H -7.0848 -1.1248 2.5797
H -8.0134 1.4891 0.6454
H -8.0021 -0.1743 0.0374
H -6.5849 2.2043 -1.1237
H -6.8492 0.6139 -1.8606
H -4.3626 0.9413 -1.0977
N -0.6782 1.8788 -3.2033
C -0.5044 2.0143 -1.7756
N 0.1460 3.2728 -1.5001
S -2.1363 1.9853 -0.9414
H 0.2207 1.7385 -3.6572
H -1.2475 1.0638 -3.3969
H 1.0659 3.3060 -1.9292
H 0.2291 3.4120 -0.5014
C 0.2183 0.7618 -1.1453
C 1.3959 0.5095 -1.6203
C 2.4991 0.3197 -2.3327
C 2.3316 -0.3202 -3.6691
C 3.0028 0.2168 -4.7728
C 2.7483 -0.2483 -6.0528
C 1.8130 -1.2528 -6.2568
C 1.1515 -1.8002 -5.1668
C 1.4058 -1.3409 -3.8842
C 3.8354 0.7578 -1.8706
C 3.9780 1.7761 -0.9246
C 5.2236 2.1156 -0.4239
C 6.3617 1.4679 -0.8810
C 6.2401 0.4767 -1.8442
C 4.9920 0.1149 -2.3228
H 3.7183 1.0128 -4.6134
H 3.2751 0.1886 -6.8924
H 1.6022 -1.6055 -7.2585
H 0.4213 -2.5861 -5.3149
H 0.8858 -1.7674 -3.0357
H 3.0992 2.3123 -0.5867
H 5.3073 2.8830 0.3352
H 7.3358 1.7286 -0.4880
H 7.1227 -0.0302 -2.2143
H 4.9064 -0.6786 -3.0527
*
```

Number 1: maximum force 5.07 eV/Å. Number 2: maximum force 2.97 eV/Å. Number 3: maximum force 1.22 eV/Å.